{"formula": "C36H76CdCrF2N8O14S", "method": "wB97M-V/def2-TZVPD", "species": ["Cr", "Cd", "F", "F", "S", "O", "O", "O", "O", "C", "C", "C", "O", "C", "N", "H", "H", "H", "H", "H", "H", "H", "H", "H", "H", "H", "C", "C", "C", "O", "C", "N", "H", "H", "H", "H", "H", "H", "H", "H", "H", "H", "H", "C", "C", "C", "O", "C", "N", "H", "H", "H", "H", "H", "H", "H", "H", "H", "H", "H", "C", "C", "C", "O", "C", "N", "H", "H", "H", "H", "H", "H", "H", "H", "H", "H", "H", "C", "C", "C", "O", "C", "N", "H", "H", "H", "H", "H", "H", "H", "H", "H", "H", "H", "C", "C", "C", "O", "C", "N", "H", "H", "H", "H", "H", "H", "H", "H", "H", "H", "H", "C", "C", "C", "C", "C", "C", "N", "O", "O", "H", "H", "H", "H", "H", "C", "C", "C", "C", "C", "C", "N", "O", "O", "H", "H", "H", "H", "H"], "xyz": [[-1.106, -2.550, -1.147], [-2.759, 0.753, -2.194], [-2.416, -1.343, -2.306], [-2.802, -3.364, -0.188], [-0.251, -0.047, -0.486], [-1.055, 0.887, -1.233], [-1.031, -1.081, 0.168], [0.311, -1.074, -1.371], [0.784, 0.566, 0.314], [-4.616, 0.665, -6.077], [-3.751, 0.457, -4.875], [-2.263, 0.780, -5.067], [-1.570, 0.924, -3.919], [-0.223, 1.212, -4.202], [-4.260, 1.167, -3.723], [-4.452, 1.676, -6.452], [-5.695, 0.607, -5.933], [-4.529, -0.143, -6.802], [-3.747, -0.601, -4.614], [-2.078, 1.642, -5.708], [-1.834, -0.094, -5.558], [-0.289, 2.256, -4.509], [0.285, 0.509, -4.861], [0.320, 1.205, -3.257], [-5.192, 0.876, -3.463], [-4.468, 2.101, -4.047], [0.105, 4.535, 0.606], [0.824, 3.817, 1.762], [0.968, 4.737, 3.040], [1.598, 4.136, 4.156], [2.873, 3.511, 3.935], [0.095, 2.587, 2.099], [0.589, 5.485, 0.380], [-0.920, 4.834, 0.823], [0.090, 3.918, -0.292], [1.821, 3.545, 1.416], [-0.031, 4.977, 3.403], [1.419, 5.702, 2.806], [3.489, 4.043, 3.210], [2.728, 2.477, 3.619], [3.323, 3.497, 4.927], [0.603, 2.158, 2.860], [0.250, 1.872, 1.403], [-0.663, -3.688, 2.585], [0.433, -3.630, 1.495], [1.620, -4.595, 1.829], [2.685, -4.255, 0.881], [3.681, -5.281, 0.998], [-0.099, -3.935, 0.202], [-0.305, -3.190, 3.487], [-1.091, -4.678, 2.740], [-1.524, -3.128, 2.220], [0.854, -2.626, 1.438], [1.362, -5.642, 1.672], [1.918, -4.435, 2.865], [4.545, -5.052, 0.374], [3.265, -6.257, 0.747], [4.015, -5.337, 2.034], [0.761, -4.381, -0.081], [-0.779, -4.676, 0.297], [-0.691, -2.826, -4.631], [-0.411, -4.021, -3.785], [1.031, -4.137, -3.315], [1.180, -3.268, -2.183], [2.575, -2.983, -1.975], [-1.317, -3.898, -2.661], [-0.634, -1.885, -4.084], [-1.726, -2.857, -4.973], [-0.054, -2.765, -5.513], [-0.725, -4.836, -4.437], [1.796, -4.043, -4.085], [1.199, -5.150, -2.948], [2.954, -2.297, -2.732], [3.063, -3.957, -1.986], [2.835, -2.535, -1.016], [-1.395, -4.861, -2.364], [-2.209, -3.770, -3.117], [-3.478, -0.669, 3.764], [-2.758, 0.647, 3.588], [-1.610, 0.849, 4.643], [-2.130, 0.947, 5.909], [-1.248, 0.660, 7.032], [-2.331, 0.853, 2.238], [-4.431, -0.816, 3.256], [-3.749, -0.812, 4.810], [-2.867, -1.523, 3.473], [-3.461, 1.458, 3.776], [-0.987, 1.713, 4.416], [-1.026, -0.067, 4.556], [-0.210, 0.956, 6.880], [-1.235, -0.412, 7.225], [-1.466, 1.200, 7.953], [-1.853, 0.023, 1.917], [-1.637, 1.572, 2.094], [-5.166, 2.215, 0.746], [-4.524, 1.999, -0.551], [-3.305, 3.018, -0.769], [-2.786, 2.815, -2.023], [-1.906, 3.863, -2.422], [-3.951, 0.641, -0.440], [-5.781, 3.110, 0.659], [-4.458, 2.363, 1.562], [-5.857, 1.398, 0.953], [-5.179, 1.895, -1.415], [-2.557, 2.967, 0.022], [-3.861, 3.955, -0.724], [-2.199, 4.125, -3.439], [-0.859, 3.567, -2.355], [-2.107, 4.742, -1.809], [-3.670, 0.583, 0.528], [-4.733, 0.002, -0.424], [4.197, 0.715, -2.911], [3.244, 0.839, -1.945], [3.275, 1.926, -1.061], [4.221, 2.923, -1.268], [5.101, 2.832, -2.401], [5.126, 1.725, -3.196], [4.292, 4.043, -0.433], [3.800, 4.058, 0.650], [4.825, 5.058, -0.961], [4.305, -0.098, -3.614], [2.602, -0.001, -1.726], [2.646, 1.894, -0.183], [5.838, 3.571, -2.676], [5.803, 1.752, -4.037], [5.054, -1.814, 1.721], [4.160, -0.762, 1.428], [3.149, -0.493, 2.368], [2.958, -1.245, 3.524], [3.896, -2.294, 3.812], [4.880, -2.574, 2.859], [1.871, -0.908, 4.557], [1.493, -1.934, 5.170], [1.500, 0.247, 4.682], [5.837, -1.988, 0.997], [4.260, -0.240, 0.488], [2.370, 0.224, 2.157], [3.852, -2.816, 4.756], [5.534, -3.422, 2.994]], "gap_ev": [2.61, 6.13], "s2": 6.045, "spin_multiplicity": 5, "total_charge": 0}


{"formula": "C36H76GeIrN12OSe", "method": "wB97M-V/def2-TZVPD", "species": ["Ir", "C", "N", "C", "C", "N", "C", "C", "N", "C", "C", "N", "C", "N", "C", "C", "N", "C", "C", "C", "C", "N", "C", "N", "C", "C", "N", "C", "C", "N", "C", "C", "H", "H", "H", "H", "H", "H", "H", "H", "H", "H", "H", "H", "H", "H", "H", "H", "H", "H", "H", "H", "H", "H", "H", "H", "H", "H", "H", "H", "H", "H", "H", "H", "H", "H", "H", "H", "H", "H", "H", "H", "H", "H", "H", "H", "H", "H", "H", "H", "C", "C", "N", "C", "C", "C", "O", "C", "C", "C", "C", "N", "C", "H", "H", "H", "H", "H", "H", "H", "H", "H", "H", "H", "H", "H", "H", "C", "Ge", "C", "C", "C", "Se", "C", "H", "H", "H", "H", "H", "H", "H", "H", "H", "H", "H", "H", "H", "H"], "xyz": [[-0.277, 0.103, 0.266], [3.619, 0.972, -2.751], [2.535, 1.036, -1.769], [1.293, 1.476, -2.351], [2.746, 0.735, -0.468], [1.816, 0.307, 0.384], [2.183, 0.485, 1.797], [1.255, -0.344, 2.637], [-0.181, -0.167, 2.243], [-0.814, 1.009, 2.900], [-0.363, 2.295, 2.241], [-0.327, 2.163, 0.767], [-0.341, 3.352, 0.137], [-0.643, 3.576, -1.162], [-0.145, 4.778, -1.833], [-1.582, 2.839, -1.993], [-0.020, 4.455, 0.859], [-0.775, 5.702, 0.729], [1.166, 4.518, 1.703], [-0.928, -1.417, 2.561], [-0.479, -2.525, 1.643], [-0.466, -2.051, 0.247], [-0.697, -3.024, -0.628], [-0.765, -2.871, -1.959], [-0.608, -1.624, -2.659], [-1.060, -4.020, -2.829], [-1.023, -4.295, -0.169], [-0.030, -5.297, 0.181], [-2.409, -4.729, -0.212], [4.027, 0.949, -0.035], [4.736, 2.175, -0.392], [4.846, -0.051, 0.638], [3.223, 0.531, -3.667], [4.425, 0.342, -2.388], [4.010, 1.962, -2.989], [0.951, 0.789, -3.118], [1.438, 2.451, -2.820], [0.528, 1.621, -1.588], [2.172, 1.544, 2.058], [3.178, 0.118, 2.027], [1.353, -0.137, 3.703], [1.509, -1.384, 2.458], [-0.551, 1.010, 3.959], [-1.891, 0.869, 2.829], [0.609, 2.570, 2.647], [-1.047, 3.096, 2.535], [-0.937, 5.515, -1.972], [0.222, 4.495, -2.820], [0.670, 5.223, -1.271], [-2.541, 3.362, -2.042], [-1.749, 1.849, -1.614], [-1.177, 2.762, -3.004], [-1.712, 5.521, 0.205], [-0.208, 6.476, 0.211], [-1.010, 6.065, 1.731], [1.812, 3.662, 1.506], [0.920, 4.557, 2.766], [1.721, 5.424, 1.454], [-1.985, -1.202, 2.414], [-0.768, -1.675, 3.610], [-1.165, -3.361, 1.772], [0.510, -2.901, 1.913], [-0.434, -0.819, -1.952], [-1.499, -1.384, -3.243], [0.250, -1.682, -3.331], [-0.478, -4.886, -2.534], [-0.777, -3.750, -3.844], [-2.121, -4.264, -2.819], [0.969, -4.883, 0.081], [-0.112, -6.167, -0.478], [-0.173, -5.642, 1.210], [-3.070, -3.881, -0.403], [-2.693, -5.161, 0.751], [-2.588, -5.486, -0.981], [4.052, 2.895, -0.838], [5.560, 1.990, -1.083], [5.151, 2.615, 0.516], [4.297, -0.985, 0.741], [5.175, 0.301, 1.619], [5.738, -0.242, 0.037], [-5.784, 1.715, 4.244], [-6.366, 1.678, 2.840], [-5.892, 2.773, 1.995], [-6.371, 4.136, 2.287], [-5.338, 4.990, 3.005], [-5.037, 2.629, 0.979], [-4.604, 3.544, 0.285], [-4.494, 1.259, 0.631], [-5.213, 0.283, -0.047], [-4.519, -0.801, -0.558], [-3.146, -0.869, -0.404], [-2.437, 0.075, 0.241], [-3.131, 1.105, 0.756], [-6.100, 0.836, 4.805], [-6.119, 2.593, 4.794], [-4.691, 1.737, 4.212], [-7.455, 1.738, 2.884], [-6.128, 0.731, 2.359], [-7.274, 4.029, 2.887], [-6.649, 4.599, 1.342], [-5.035, 4.543, 3.952], [-5.761, 5.971, 3.220], [-4.459, 5.134, 2.377], [-6.283, 0.379, -0.189], [-5.026, -1.581, -1.109], [-2.593, -1.677, -0.850], [-2.559, 1.907, 1.192], [5.323, -5.585, -2.359], [4.448, -3.931, -2.884], [5.403, -2.985, -4.295], [2.574, -4.221, -3.369], [4.406, -2.667, -1.348], [3.137, -3.109, 0.070], [4.277, -4.323, 1.080], [5.491, -6.215, -3.232], [4.716, -6.153, -1.653], [6.292, -5.379, -1.905], [5.582, -3.635, -5.151], [6.371, -2.639, -3.932], [4.833, -2.122, -4.642], [2.490, -4.764, -4.310], [2.065, -3.259, -3.481], [2.071, -4.795, -2.589], [4.114, -1.683, -1.723], [5.389, -2.562, -0.886], [4.781, -4.997, 0.393], [3.645, -4.903, 1.749], [5.006, -3.762, 1.657]], "e_above_lowest_kj_mol": 136.0, "gap_ev": 5.80, "spin_multiplicity": 1, "total_charge": 3}


{"formula": "C36H76IN3O11PS5", "method": "wB97M-V/def2-TZVPD", "species": ["C", "C", "O", "C", "C", "C", "C", "C", "C", "P", "O", "O", "C", "C", "O", "C", "C", "C", "C", "I", "C", "C", "C", "C", "N", "C", "C", "N", "C", "N", "C", "C", "O", "C", "O", "C", "C", "H", "H", "H", "H", "H", "H", "H", "H", "H", "H", "H", "H", "H", "H", "H", "H", "H", "H", "H", "H", "H", "H", "H", "H", "H", "H", "H", "H", "H", "H", "H", "H", "H", "H", "H", "H", "H", "H", "H", "H", "H", "H", "H", "H", "H", "H", "C", "S", "O", "C", "H", "H", "H", "H", "H", "H", "C", "S", "O", "C", "H", "H", "H", "H", "H", "H", "C", "S", "O", "C", "H", "H", "H", "H", "H", "H", "C", "S", "O", "C", "H", "H", "H", "H", "H", "H", "C", "S", "O", "C", "H", "H", "H", "H", "H", "H"], "xyz": [[3.984, -1.370, 5.016], [2.760, -0.456, 4.864], [1.679, -1.084, 4.199], [1.957, -1.438, 2.858], [0.671, -1.399, 2.048], [0.068, -0.004, 1.719], [-1.337, 0.048, 2.386], [-2.431, -0.891, 1.876], [-3.751, -0.657, 2.637], [-4.954, 0.180, 1.577], [-4.391, 0.575, 0.266], [-6.150, -0.863, 1.465], [-6.998, -0.747, 0.302], [-8.339, -1.395, 0.581], [-5.620, 1.428, 2.337], [-4.756, 2.471, 2.801], [-4.265, 3.375, 1.671], [0.841, 1.158, 2.402], [0.552, 2.448, 1.574], [-0.535, 3.791, 2.861], [-0.278, 1.893, 0.382], [-0.266, 2.803, -0.844], [-1.145, 3.921, -0.760], [-1.198, 4.824, -1.848], [-0.468, 4.728, -2.960], [0.350, 3.673, -3.055], [0.464, 2.692, -2.041], [0.137, 0.436, 0.267], [1.591, 0.386, -0.180], [1.770, -0.367, -1.401], [-0.860, -0.150, -0.707], [-0.936, -1.673, -0.702], [-2.191, -1.964, -1.338], [-2.622, -3.239, -1.053], [-3.488, -3.365, -0.277], [-1.986, -4.432, -1.742], [-1.281, -5.303, -0.683], [3.621, -2.391, 5.151], [4.643, -1.059, 5.822], [4.522, -1.360, 4.065], [2.409, -0.093, 5.830], [3.072, 0.443, 4.308], [2.330, -2.470, 2.828], [2.763, -0.811, 2.461], [-0.053, -2.022, 2.568], [0.900, -1.918, 1.110], [-1.749, 1.062, 2.415], [-1.153, -0.205, 3.434], [-2.664, -0.773, 0.824], [-2.159, -1.938, 2.029], [-4.204, -1.599, 2.950], [-3.623, -0.084, 3.560], [-7.152, 0.291, 0.004], [-6.520, -1.261, -0.534], [-8.935, -0.825, 1.296], [-8.909, -1.408, -0.353], [-8.232, -2.432, 0.898], [-5.357, 3.070, 3.488], [-3.929, 2.082, 3.406], [-5.014, 3.370, 0.879], [-3.359, 2.954, 1.227], [-4.058, 4.384, 2.022], [0.556, 1.219, 3.446], [1.927, 1.060, 2.386], [1.440, 2.994, 1.274], [-1.301, 2.001, 0.737], [-1.778, 4.076, 0.106], [-1.884, 5.664, -1.786], [0.934, 3.597, -3.966], [1.146, 1.869, -2.209], [2.209, -0.025, 0.613], [1.958, 1.390, -0.374], [2.608, -0.050, -1.873], [1.882, -1.359, -1.224], [-0.639, 0.187, -1.717], [-1.847, 0.253, -0.473], [-0.138, -2.117, -1.296], [-0.963, -2.098, 0.300], [-2.818, -4.998, -2.162], [-1.287, -4.123, -2.522], [-1.148, -6.312, -1.072], [-0.287, -4.892, -0.487], [-1.867, -5.325, 0.233], [0.694, -1.766, -4.934], [0.553, -3.462, -4.403], [0.928, -3.504, -2.948], [1.985, -4.060, -5.292], [-0.098, -1.194, -4.455], [1.668, -1.376, -4.646], [0.563, -1.717, -6.013], [2.869, -3.509, -4.972], [1.825, -3.921, -6.361], [2.107, -5.119, -5.074], [0.657, 2.593, -7.679], [-0.717, 2.175, -6.600], [-1.017, 0.734, -6.816], [-1.960, 3.110, -7.492], [1.540, 2.069, -7.317], [0.432, 2.274, -8.696], [0.830, 3.668, -7.645], [-2.009, 2.757, -8.522], [-1.708, 4.170, -7.460], [-2.917, 2.948, -7.000], [4.038, -6.043, 7.651], [4.437, -4.375, 7.115], [5.851, -4.119, 7.479], [3.413, -3.537, 8.332], [4.612, -6.735, 7.039], [4.310, -6.164, 8.699], [2.972, -6.225, 7.509], [3.727, -3.828, 9.334], [2.367, -3.795, 8.168], [3.550, -2.465, 8.202], [-0.627, 9.961, 3.542], [-0.827, 8.208, 3.871], [-0.622, 8.004, 5.327], [0.685, 7.680, 3.055], [-1.457, 10.484, 4.013], [0.315, 10.307, 3.968], [-0.649, 10.134, 2.466], [1.545, 8.175, 3.506], [0.627, 7.910, 1.991], [0.760, 6.604, 3.200], [7.179, -2.558, -6.752], [5.636, -3.185, -7.421], [4.540, -2.331, -6.878], [5.626, -4.709, -6.470], [7.359, -1.579, -7.191], [7.100, -2.469, -5.669], [7.991, -3.233, -7.023], [5.652, -4.476, -5.405], [6.486, -5.316, -6.749], [4.709, -5.245, -6.708]], "gap_ev": 8.26, "spin_multiplicity": 1, "total_charge": 1}